# 1
C38H60Ge2N5O7OsS | ωB97M-V with the def2-TZVPD basis set

XYZ file:
```
114
Properties=species:S:1:pos:R:3:forces:R:3:lowdin_charge:R:1
Os -0.0098 0.3144 -0.9744 -0.19 -0.11 -0.15 1.03
C 5.0031 -0.8120 -0.8728 0.04 0.02 0.03 -0.15
C 3.5620 -0.8293 -1.3841 -0.02 -0.01 -0.02 -0.37
Ge 2.4459 0.6523 -0.7449 0.24 -0.03 0.05 0.81
C 2.8144 2.3661 -1.6402 0.01 -0.04 -0.12 -0.35
C 4.2180 2.9101 -1.3714 0.04 -0.01 0.02 -0.14
C 2.9004 0.9411 1.1666 -0.08 0.09 0.05 -0.11
C 2.1829 1.2303 2.3018 0.14 -0.05 -0.02 -0.23
Ge 0.1984 1.4004 2.3254 0.12 0.02 0.18 1.01
C -0.6472 -0.3593 2.4888 -0.01 0.02 -0.05 -0.32
C -1.2864 -0.6382 3.8545 -0.01 0.07 0.01 -0.12
C -0.4834 2.9569 3.2864 -0.10 0.01 -0.11 -0.28
C -0.0639 3.1739 4.7400 0.06 -0.09 0.03 -0.13
C 2.8957 1.2746 3.5530 -0.04 -0.03 0.02 -0.18
C 2.2470 0.8901 4.7644 -0.06 -0.05 0.17 -0.02
C 2.9185 0.8678 5.9536 -0.11 -0.01 -0.07 0.00
C 4.2633 1.2792 5.9974 0.03 0.00 0.05 0.06
C 4.9274 1.6961 4.8331 -0.02 0.02 -0.12 0.00
C 4.2696 1.6784 3.6354 0.07 0.06 -0.03 0.03
H 5.5856 -1.6067 -1.3383 -0.02 0.00 -0.02 0.09
H 5.0492 -0.9776 0.2047 0.01 0.00 0.01 0.07
H 5.5115 0.1263 -1.0912 0.00 0.01 0.00 0.06
H 3.0847 -1.7727 -1.1162 -0.06 -0.01 0.01 0.04
H 3.5305 -0.7561 -2.4747 0.02 -0.02 0.01 0.07
H 2.0534 3.0832 -1.3375 -0.04 0.00 0.05 0.04
H 2.6734 2.1773 -2.7085 0.01 0.01 0.01 0.07
H 4.3948 3.0685 -0.3058 0.01 0.01 0.01 0.07
H 4.3492 3.8736 -1.8639 -0.01 -0.01 -0.01 0.09
H 4.9953 2.2471 -1.7498 0.00 0.00 0.01 0.07
H 3.9671 0.7909 1.3284 0.06 0.04 -0.04 0.06
H 0.1167 -1.1075 2.2547 -0.03 0.00 -0.01 0.05
H -1.4250 -0.4313 1.7199 0.05 -0.02 -0.01 0.04
H -0.5449 -0.7003 4.6513 0.00 0.00 0.02 0.06
H -1.8166 -1.5890 3.8383 0.00 -0.01 -0.02 0.08
H -2.0118 0.1311 4.1207 -0.01 0.00 0.01 0.08
H -1.5722 2.8855 3.2256 0.03 0.02 -0.02 0.07
H -0.1867 3.8226 2.6858 -0.03 0.00 -0.01 0.09
H -0.3665 2.3466 5.3822 0.01 -0.01 0.02 0.08
H -0.5449 4.0709 5.1272 -0.02 0.01 -0.03 0.09
H 1.0108 3.3215 4.8394 0.02 -0.01 0.01 0.07
H 1.2141 0.5633 4.7373 -0.01 0.02 -0.01 0.09
H 2.4301 0.5444 6.8622 -0.02 -0.01 0.00 0.14
H 4.7894 1.2784 6.9433 0.01 0.00 0.01 0.14
H 5.9529 2.0319 4.8936 0.02 0.01 -0.02 0.14
H 4.7740 2.0262 2.7449 0.02 0.00 -0.01 0.13
O -0.1647 3.8094 -0.6066 -0.04 0.01 0.21 0.17
C -0.7803 3.0545 0.0736 0.20 -0.03 -0.20 -0.48
O -0.1470 1.8602 0.5030 -0.25 -0.12 -0.06 -0.41
C -2.1976 3.1911 0.4678 0.03 0.05 0.07 -0.15
C -2.7970 4.4453 0.3701 -0.10 -0.06 0.02 0.09
C -4.1353 4.5559 0.6943 -0.01 0.02 -0.01 -0.08
C -4.9075 3.4819 1.1049 0.10 0.00 -0.03 0.12
C -4.2697 2.2568 1.1829 -0.01 -0.01 0.01 -0.09
C -2.9368 2.0895 0.8740 -0.07 0.08 0.03 0.04
N -5.0256 1.0589 1.6224 -0.01 0.05 0.01 -0.34
O -6.2062 1.1886 1.8064 0.04 -0.03 -0.01 0.15
O -4.3784 0.0354 1.7663 -0.02 -0.01 -0.01 0.07
N -4.7785 5.8941 0.5895 0.01 0.02 0.09 -0.34
O -4.0775 6.7967 0.1906 -0.04 -0.05 -0.02 0.12
O -5.9373 5.9621 0.9178 0.05 0.00 -0.05 0.14
H -2.2475 5.3191 0.0464 0.02 0.00 0.02 0.15
H -5.9542 3.6020 1.3503 0.00 0.00 0.01 0.15
H -2.5180 1.0981 0.9429 -0.02 0.04 -0.02 0.09
O -1.6081 1.2809 -1.9625 -0.19 0.21 0.17 -0.19
C -2.2363 1.4030 -3.0495 0.07 0.01 -0.04 -0.45
C -3.7156 1.3145 -3.0843 -0.01 -0.03 -0.05 -0.06
C -4.1520 2.7879 -2.8190 0.02 -0.01 0.06 -0.14
C -3.4899 3.8767 -3.6869 -0.03 0.01 -0.02 -0.16
C -2.0144 4.2071 -3.3783 0.02 0.05 0.03 -0.14
C -0.9778 3.2204 -3.9509 0.05 -0.02 -0.02 -0.11
N -1.6283 1.8966 -4.1337 -0.08 -0.06 0.04 0.11
H -4.1085 0.6390 -2.3277 0.00 0.01 0.00 0.13
H -4.0583 0.9987 -4.0711 -0.02 0.00 0.00 0.14
H -3.9577 3.0118 -1.7648 -0.02 -0.01 -0.05 0.09
H -5.2325 2.8267 -2.9560 0.00 0.00 -0.03 0.13
H -4.0632 4.7899 -3.5228 0.01 0.00 0.00 0.12
H -3.6273 3.6503 -4.7494 -0.01 0.00 -0.01 0.13
H -1.8923 4.2742 -2.2941 0.01 -0.02 -0.06 0.08
H -1.7874 5.2004 -3.7664 0.00 0.00 0.01 0.13
H -0.1131 3.1124 -3.2981 -0.01 0.03 -0.01 0.10
H -0.6182 3.5224 -4.9316 -0.02 0.01 0.01 0.13
H -2.2403 1.9033 -4.9394 0.02 -0.01 -0.01 0.15
C -1.8976 -5.2212 0.4862 -0.02 -0.02 -0.01 -0.08
C -1.1498 -4.1913 1.3231 0.01 0.02 0.02 -0.26
C 0.3699 -4.3665 1.2979 0.03 0.00 0.00 -0.18
C 0.9776 -4.4024 -0.0974 0.02 -0.02 -0.03 -0.16
N 0.6475 -3.1429 -0.7907 -0.02 0.09 -0.01 0.04
C 0.6379 -2.8191 -2.0692 0.00 -0.02 -0.02 -0.67
S -0.1091 -1.2727 -2.5555 0.14 0.00 0.07 0.66
N 1.0829 -3.5364 -3.0747 -0.03 0.03 0.00 0.05
C 1.6665 -4.8922 -3.1046 0.04 0.02 0.04 -0.15
C 0.6251 -5.9573 -3.4206 0.02 -0.03 0.03 -0.19
C 1.2630 -7.3286 -3.6408 -0.02 0.02 -0.02 -0.24
C 1.9586 -7.8712 -2.3984 0.00 -0.02 0.02 -0.10
H -2.9708 -5.1543 0.6536 -0.01 0.01 0.00 0.09
H -1.5880 -6.2352 0.7432 0.00 -0.02 0.01 0.09
H -1.7313 -5.0807 -0.5844 0.01 0.00 -0.01 0.06
H -1.4761 -4.2556 2.3626 0.00 -0.01 0.00 0.11
H -1.4292 -3.1819 0.9933 -0.01 0.02 -0.01 0.09
H 0.6372 -5.3052 1.7867 0.00 -0.01 -0.02 0.13
H 0.8595 -3.5761 1.8788 0.00 0.01 0.01 0.11
H 0.5697 -5.2346 -0.6681 0.01 -0.01 0.01 0.10
H 2.0609 -4.5146 -0.0382 -0.01 -0.01 0.01 0.13
H 0.2300 -2.4375 -0.2004 0.00 -0.03 0.01 0.07
H 0.9339 -3.1202 -3.9845 0.01 0.02 0.01 0.14
H 2.1719 -5.0672 -2.1607 0.01 -0.05 -0.03 0.10
H 2.4397 -4.8676 -3.8737 -0.04 -0.01 -0.02 0.14
H 0.0618 -5.6514 -4.3056 0.03 -0.02 -0.04 0.12
H -0.0969 -6.0179 -2.5988 -0.02 0.03 0.01 0.10
H 1.9698 -7.2690 -4.4725 0.00 -0.01 -0.01 0.12
H 0.4814 -8.0210 -3.9555 0.01 0.01 0.01 0.12
H 2.8274 -7.2735 -2.1138 0.01 0.00 0.01 0.07
H 2.3159 -8.8857 -2.5638 0.01 0.00 -0.01 0.08
H 1.2711 -7.9055 -1.5493 0.00 0.00 0.01 0.08
```
Forces are in eV/Å.

2S+1: 5
Gap between HOMO and LUMO (alpha / beta) (eV): 8.3 / 5.5
LUMO (alpha / beta) (hartree): -0.305 / -0.417
Total charge: +3
Expectation value of S²: 6.053
Total energy (Ha): -6925.99404



# 2
C38H60N5O6PTi | ωB97M-V with the def2-TZVPD basis set

XYZ file:
```
111
Properties=species:S:1:pos:R:3:forces:R:3:lowdin_charge:R:1
Ti -0.6372 -0.7596 0.6922 -0.72 -0.03 0.32 1.08
C -2.3235 -3.2009 0.8378 -0.04 0.00 -0.18 -0.14
C -0.9871 -3.9454 0.7385 -0.04 0.00 0.02 -0.12
O 0.0686 -3.0572 1.1105 0.08 0.07 -0.03 -0.21
C 0.6354 -3.3084 2.3941 0.07 0.06 0.02 -0.14
C 1.4751 -2.0941 2.7098 0.02 -0.10 -0.04 -0.13
O 0.6291 -0.9399 2.7253 0.00 0.13 -0.09 -0.20
C 0.1155 -0.6279 4.0168 -0.07 0.04 0.01 -0.15
C -0.8251 0.5402 3.8371 0.03 0.00 0.06 -0.15
O -1.7969 0.2292 2.8535 0.09 0.00 -0.11 -0.19
C -2.8899 -0.5536 3.3250 -0.06 -0.02 -0.02 -0.15
C -3.3170 -1.5125 2.2373 -0.06 0.02 0.04 -0.16
O -2.1343 -2.2088 1.8443 0.08 0.15 -0.15 -0.22
H -3.1415 -3.8779 1.0991 0.05 -0.01 0.09 0.14
H -2.5816 -2.7015 -0.1030 0.03 -0.02 0.01 0.13
H -0.8045 -4.2706 -0.2845 -0.01 0.00 0.00 0.14
H -0.9694 -4.8166 1.3945 -0.01 0.02 0.01 0.13
H 1.2487 -4.2131 2.3607 0.01 0.01 0.01 0.15
H -0.1588 -3.4386 3.1353 0.00 -0.01 -0.01 0.13
H 2.2175 -1.9268 1.9286 0.00 -0.01 0.00 0.12
H 1.9879 -2.1987 3.6678 -0.01 -0.02 0.00 0.14
H 0.9376 -0.3597 4.6867 0.00 0.00 -0.01 0.15
H -0.4040 -1.4977 4.4334 -0.01 0.01 -0.01 0.13
H -0.2746 1.4020 3.4571 0.00 -0.01 0.00 0.13
H -1.2885 0.8179 4.7881 0.01 -0.02 0.00 0.14
H -3.7228 0.1014 3.5975 0.00 -0.01 0.00 0.14
H -2.5972 -1.1213 4.2132 0.03 0.01 -0.01 0.13
H -3.7242 -0.9872 1.3724 0.01 0.00 0.02 0.10
H -4.0500 -2.2198 2.6375 0.01 0.00 -0.01 0.14
N -2.1050 0.1341 0.0158 0.77 -0.13 -0.09 -0.24
P -2.5227 1.4047 -0.8182 0.11 -0.20 0.15 0.61
N -1.4178 2.6462 -0.6249 -0.16 -0.03 -0.10 -0.19
C -0.7436 2.7482 0.6692 0.02 -0.07 0.16 -0.23
C 0.2706 3.8797 0.6625 0.01 0.01 0.04 -0.17
C 1.3816 3.6148 -0.3612 0.01 0.03 0.00 -0.18
C 0.8212 2.8949 -1.5986 0.03 -0.02 -0.05 -0.16
C -0.6625 3.1940 -1.7593 0.00 -0.01 -0.03 -0.19
N -2.7115 1.0641 -2.4158 -0.14 0.07 0.09 -0.21
C -3.5112 1.9271 -3.2991 0.02 0.06 0.00 -0.21
C -2.9480 1.9098 -4.7135 -0.01 0.02 0.01 -0.17
C -2.9525 0.4920 -5.3103 0.01 -0.02 -0.04 -0.18
C -2.9334 -0.5715 -4.2080 0.01 0.00 0.01 -0.18
C -2.0856 -0.1105 -3.0342 0.06 -0.04 0.06 -0.20
N -3.9894 2.0666 -0.3965 0.18 0.05 0.00 -0.20
C -4.0765 3.1256 0.6154 0.01 0.03 -0.03 -0.21
C -5.5163 3.6025 0.7194 0.01 0.02 0.00 -0.17
C -6.4262 2.4850 1.2522 -0.01 0.00 0.01 -0.18
C -5.8862 1.1057 0.8491 0.01 -0.01 0.01 -0.18
C -5.1623 1.1856 -0.4876 -0.03 -0.06 -0.04 -0.21
H -0.2221 1.8045 0.9108 0.06 0.08 -0.02 0.08
H -1.4819 2.8960 1.4614 0.01 -0.01 -0.01 0.10
H 0.6851 3.9914 1.6660 0.02 0.00 -0.01 0.11
H -0.2442 4.8169 0.4380 -0.01 -0.01 -0.02 0.12
H 2.1716 3.0119 0.0921 -0.02 -0.02 0.01 0.10
H 1.8399 4.5626 -0.6486 0.00 -0.01 0.00 0.11
H 0.9398 1.8116 -1.4963 0.00 0.03 0.02 0.10
H 1.3619 3.1876 -2.5002 0.00 0.02 0.01 0.12
H -1.0433 2.7517 -2.6760 -0.01 -0.01 -0.01 0.09
H -0.8266 4.2747 -1.8308 0.00 0.00 -0.01 0.13
H -3.5097 2.9419 -2.9001 0.00 -0.01 -0.02 0.11
H -4.5560 1.5952 -3.3119 0.01 -0.01 -0.01 0.11
H -1.9287 2.3042 -4.6921 0.00 -0.01 0.02 0.10
H -3.5283 2.5955 -5.3319 0.01 -0.01 -0.01 0.11
H -2.0744 0.3688 -5.9471 -0.01 0.00 -0.02 0.11
H -3.8219 0.3464 -5.9533 -0.02 0.01 0.03 0.11
H -2.5498 -1.5178 -4.5916 0.02 0.01 0.00 0.11
H -3.9459 -0.7689 -3.8445 -0.01 0.01 -0.01 0.11
H -1.0664 0.1214 -3.3727 -0.01 -0.01 -0.03 0.13
H -1.9940 -0.8864 -2.2773 0.01 0.01 -0.02 0.08
H -3.4166 3.9401 0.3178 0.00 -0.01 0.01 0.11
H -3.7390 2.7684 1.6002 -0.02 0.02 0.01 0.11
H -5.8425 3.9200 -0.2738 0.00 -0.01 -0.01 0.12
H -5.5661 4.4836 1.3597 0.00 -0.01 0.01 0.11
H -7.4380 2.6205 0.8669 0.00 -0.01 -0.01 0.11
H -6.4998 2.5452 2.3399 0.00 0.01 0.00 0.11
H -6.6901 0.3700 0.7956 -0.01 0.01 0.00 0.12
H -5.1763 0.7471 1.6006 0.00 0.01 0.00 0.09
H -5.8494 1.5612 -1.2547 0.00 -0.02 0.01 0.12
H -4.8334 0.1947 -0.8102 -0.02 0.00 0.00 0.11
C 8.3985 -2.1116 1.9592 0.01 -0.02 0.02 -0.04
C 7.4638 -1.0975 1.3626 -0.03 0.00 -0.01 -0.23
C 7.8730 0.2203 1.2065 0.01 0.01 0.00 -0.04
C 7.0234 1.1739 0.6678 0.01 0.01 0.00 -0.07
C 5.7563 0.8053 0.2570 -0.01 -0.03 0.00 -0.02
C 5.3325 -0.5116 0.4060 0.07 0.00 0.02 -0.21
N 4.0110 -0.8477 0.0021 -0.01 0.03 0.00 0.09
C 3.7230 -1.5981 -1.1122 -0.03 -0.03 -0.01 -0.18
C 4.7462 -2.2096 -1.8555 0.01 0.01 -0.01 -0.01
C 4.4549 -2.9974 -2.9475 0.02 0.02 0.02 -0.06
C 3.1392 -3.2214 -3.3510 -0.04 -0.01 0.00 -0.08
C 2.1240 -2.6287 -2.6377 0.02 0.02 0.00 -0.02
C 2.3880 -1.8139 -1.5285 0.10 0.06 -0.01 -0.07
C 1.2435 -1.2285 -0.8358 -0.16 -0.08 -0.20 -0.54
O 1.3749 -0.3624 0.1095 -0.44 -0.06 0.04 -0.10
O 0.0581 -1.5961 -1.1114 0.04 0.04 0.14 -0.08
C 6.1701 -1.4741 0.9752 -0.01 0.05 -0.01 -0.18
C 5.7065 -2.8878 1.1856 -0.01 -0.04 0.03 -0.03
H 9.3792 -1.6766 2.1408 0.01 0.00 0.00 0.08
H 8.5258 -2.9732 1.3015 0.00 -0.01 0.00 0.09
H 8.0196 -2.4908 2.9111 0.00 0.00 0.00 0.08
H 8.8728 0.5018 1.5128 0.01 0.00 0.00 0.11
H 7.3557 2.1972 0.5536 0.00 0.00 0.00 0.11
H 5.0885 1.5271 -0.1971 -0.01 0.00 0.00 0.11
H 3.2695 -0.2331 0.3040 0.00 -0.01 -0.01 0.11
H 5.7757 -2.0394 -1.5739 0.00 0.01 0.01 0.12
H 5.2707 -3.4434 -3.5021 0.00 0.00 0.00 0.11
H 2.9237 -3.8397 -4.2106 0.00 -0.01 0.00 0.10
H 1.0905 -2.7704 -2.9228 -0.01 0.00 0.00 0.12
H 4.6420 -2.9907 0.9873 0.00 0.00 0.00 0.07
H 5.8999 -3.2065 2.2117 0.01 -0.01 0.00 0.08
H 6.2352 -3.5871 0.5332 0.00 0.01 -0.01 0.09
```
Forces are in eV/Å.

2S+1: 2
Gap between HOMO and LUMO (alpha / beta) (eV): 8.0 / 8.0
LUMO (alpha / beta) (hartree): -0.068 / -0.068
Total charge: +1
Expectation value of S²: 0.754
Total energy (Ha): -3400.00529



> The highest total energy belongs to which entry?

C38H60N5O6PTi